One molecule with the formula CH4N2O2. Source: the Open Molecules 2025 dataset; level of theory: ωB97M-V/def2-TZVPD.

## Properties
- Structure (SMILES): NC[N+](=O)[O-]
- LUMO energy: -0.164 eV
- Energy above the lowest of the compared OMol25 structures with the same formula, charge and spin: 3.298 eV
- Max |F|: 6.185 eV Å⁻¹

Structure (XYZ):
```
9
Properties=species:S:1:pos:R:3:forces:R:3
N -1.337353 0.426390 -0.064509 2.639 -1.519 5.384
C -0.214137 -0.602051 0.158108 -3.404 -1.858 -3.600
N 1.078242 0.035597 -0.083477 1.928 0.781 0.961
O 1.214903 1.129827 0.440716 0.057 0.098 -0.095
O 1.959720 -0.523615 -0.703933 -0.680 -0.222 -0.047
H -1.169158 0.890198 -0.887715 0.504 1.180 -2.697
H -0.926878 1.097282 0.681984 -1.700 -0.616 -1.527
H -0.324169 -1.019154 1.187717 0.525 0.366 -0.990
H -0.281166 -1.434472 -0.728887 0.131 1.790 2.612
```
Positions in Å, forces in eV/Å.

Mulliken atomic charge list, values in e, 8 entries: N -0.614; C -0.303; N 0.849; O -0.544; O -0.532; H 0.265; H 0.306; H 0.276